Formula: C36H45ClF8O29
Source: the OMol25 dataset
Level of theory: ωB97M-V/def2-TZVPD

XYZ file:
```
119
C36H45ClF8O29 ωB97M-V/def2-TZVPD
C -2.627 4.311 -1.822
C -2.037 5.464 -1.090
O -2.340 6.518 -1.257
O -1.151 5.122 -0.177
C -0.017 5.991 -0.073
C 1.141 5.272 0.611
C 1.298 5.717 2.061
C 0.596 4.750 2.988
C -0.734 4.342 2.389
C -0.523 3.114 1.522
O -1.621 2.219 1.465
C -1.780 1.924 0.173
O -2.627 2.374 -0.349
O -0.942 1.122 -0.456
C -0.180 1.825 -1.475
C -0.026 0.888 -2.654
C -1.423 0.440 -3.000
Cl 0.846 1.745 -4.014
H -1.900 3.869 -2.462
H -3.475 4.670 -2.352
H -2.915 3.600 -1.073
H -0.244 6.855 0.524
H 0.273 6.355 -1.038
H 2.017 5.595 0.081
H 1.099 4.213 0.479
H 2.346 5.707 2.297
H 0.970 6.730 2.192
H 0.397 5.263 3.913
H 1.204 3.922 3.283
H -1.378 4.028 3.191
H -1.227 5.138 1.876
H -0.388 3.499 0.531
H 0.360 2.617 1.860
H -0.699 2.691 -1.842
H 0.758 2.166 -1.082
H 0.546 0.024 -2.411
H -1.468 -0.068 -3.958
H -1.728 -0.238 -2.230
H -2.123 1.250 -2.999
O 3.574 -2.291 4.517
C 2.783 -1.525 4.128
O 1.457 -1.653 4.272
C 0.842 -0.443 3.781
C 1.888 0.078 2.834
F 1.886 1.444 2.789
O 3.095 -0.375 3.447
H 0.644 0.238 4.638
H -0.100 -0.659 3.283
H 1.819 -0.315 1.821
O -0.408 0.921 5.876
C -1.230 0.233 6.352
O -1.877 0.499 7.501
C -2.889 -0.509 7.671
C -2.341 -1.641 6.840
F -3.333 -2.380 6.279
O -1.640 -0.949 5.813
H -3.841 -0.137 7.290
H -3.008 -0.774 8.717
H -1.654 -2.303 7.369
O -2.223 -7.034 2.510
C -1.339 -6.286 2.681
O -0.080 -6.656 3.002
C 0.733 -5.472 2.992
C -0.295 -4.395 3.221
F 0.037 -3.237 2.610
O -1.454 -4.933 2.594
H 1.230 -5.374 2.026
H 1.487 -5.507 3.773
H -0.507 -4.194 4.272
O 0.504 5.125 -3.937
C 0.825 5.497 -4.994
O 1.512 6.643 -5.225
C 1.832 6.677 -6.622
C 0.774 5.773 -7.207
F 1.232 5.111 -8.300
O 0.553 4.843 -6.159
H 2.839 6.287 -6.775
H 1.784 7.690 -7.011
H -0.163 6.274 -7.454
O -0.477 -1.643 -5.065
C 0.527 -2.207 -4.849
O 1.390 -1.894 -3.848
C 2.428 -2.889 -3.882
C 2.361 -3.410 -5.288
F 2.695 -4.721 -5.357
O 0.988 -3.259 -5.597
H 2.197 -3.657 -3.145
H 3.396 -2.458 -3.650
H 2.957 -2.847 -6.007
O 4.180 -1.342 -1.510
C 4.790 -0.435 -1.946
O 6.078 -0.515 -2.342
C 6.417 0.728 -2.983
C 5.410 1.676 -2.387
F 5.054 2.649 -3.268
O 4.290 0.817 -2.155
H 6.294 0.621 -4.062
H 7.442 1.016 -2.771
H 5.720 2.128 -1.458
O -1.437 -5.276 8.281
C -2.263 -5.795 7.641
O -2.016 -6.622 6.597
C -3.280 -7.152 6.163
C -4.247 -6.110 6.663
F -5.442 -6.658 6.998
O -3.606 -5.638 7.841
H -3.442 -8.126 6.624
H -3.310 -7.263 5.082
H -4.411 -5.277 5.978
O -3.918 -6.185 -4.251
C -3.254 -5.650 -5.044
O -2.889 -4.347 -4.986
C -1.966 -4.110 -6.063
C -2.322 -5.213 -7.027
F -1.235 -5.634 -7.728
O -2.745 -6.254 -6.161
H -0.955 -4.197 -5.697
H -2.103 -3.121 -6.486
H -3.127 -4.968 -7.721
```

Computed properties:
HOMO level	-9.59	eV
SMILES string	CC(=O)OCCCCCCOC(=O)OC[C@@H](C)Cl.O=C1OC[C@@H](F)O1.O=C1OC[C@@H](F)O1.O=C1OC[C@@H](F)O1.O=C1OC[C@@H](F)O1.O=C1OC[C@@H](F)O1.O=C1OC[C@@H](F)O1.O=C1OC[C@@H](F)O1.O=C1OC[C@@H](F)O1
gap between HOMO and LUMO	9.73	eV

=====

Formula: C36H45ClN5O6S3
Source: the OMol25 dataset
Level of theory: ωB97M-V/def2-TZVPD

XYZ file:
```
96
C36H45ClN5O6S3 ωB97M-V/def2-TZVPD
C 5.417 -1.787 3.325
C 4.444 -1.279 4.529
O 3.168 -1.939 4.308
C 2.066 -1.078 4.545
C 1.887 -0.186 5.821
C 0.574 0.676 5.929
Cl 0.378 1.684 7.462
C -0.536 0.665 4.817
C -0.356 -0.225 3.529
C 0.942 -1.061 3.450
S 1.194 -2.112 1.950
C 0.191 -1.217 0.661
C 0.650 -1.380 -0.815
C 1.929 -2.212 -1.279
C 1.609 -3.682 -1.854
C 2.612 -3.919 -3.117
C 3.315 -5.391 -3.030
S 4.464 -5.524 -1.580
C 5.319 -3.932 -1.280
N 6.018 -3.034 -2.149
N 6.570 -1.940 -1.542
C 6.227 -2.072 -0.143
O 5.498 -3.262 -0.015
C -0.225 -0.669 -1.896
C -1.474 0.169 -1.446
S -2.435 0.949 -2.854
C -1.896 0.331 0.059
C -3.206 1.192 0.407
C -2.892 2.640 1.017
C -2.229 3.632 -0.098
N -0.965 4.146 0.513
C -0.419 5.231 -0.388
C 1.151 4.971 -0.527
C 1.799 5.128 -1.931
C 3.308 4.889 -2.168
C 4.186 4.474 -0.928
C 3.591 4.310 0.497
C 2.054 4.549 0.691
O 1.530 4.401 2.028
C -1.018 -0.385 1.158
N -1.456 -0.193 2.552
C -2.607 -1.066 2.933
C -3.609 -0.273 3.944
O -3.833 1.111 3.544
C -4.114 1.948 4.665
O -3.425 3.000 4.789
H 5.479 -2.935 3.461
H 4.857 -1.600 2.343
H 6.450 -1.307 3.357
H 4.949 -1.669 5.496
H 4.375 -0.143 4.593
H 2.674 -0.163 6.645
H -1.451 1.306 5.028
H 2.705 -2.291 -0.429
H 2.445 -1.589 -2.104
H 0.513 -3.766 -2.165
H 1.891 -4.432 -1.020
H 3.488 -3.175 -3.128
H 2.037 -3.766 -4.093
H 3.963 -5.479 -3.984
H 2.475 -6.164 -3.037
H 6.535 -1.289 0.618
H 0.013 -0.758 -3.019
H -3.643 0.247 -2.871
H -3.888 1.355 -0.514
H -3.835 0.526 1.116
H -3.864 3.138 1.377
H -2.213 2.553 1.950
H -1.923 2.980 -0.995
H -2.954 4.449 -0.442
H -1.224 4.522 1.437
H -0.934 5.069 -1.409
H -0.700 6.238 0.072
H 1.145 5.456 -2.810
H 3.860 4.986 -3.159
H 5.316 4.298 -1.086
H 4.257 4.035 1.393
H 1.318 3.446 2.191
H -3.168 -1.521 2.038
H -2.201 -1.946 3.555
H -3.142 -0.234 5.003
H -4.648 -0.781 3.955
H -4.962 1.742 5.423
C -4.433 -0.663 -6.698
C -5.054 -0.904 -5.362
O -4.660 -0.473 -4.310
N -6.291 -1.642 -5.225
C -6.162 -3.103 -5.475
H -3.449 -0.214 -6.562
H -4.312 -1.605 -7.236
H -5.064 0.016 -7.277
H -6.977 -1.242 -5.873
H -6.561 -1.459 -4.252
H -5.912 -3.262 -6.524
H -7.126 -3.559 -5.249
H -5.391 -3.505 -4.817
```

Computed properties:
HOMO level	-9.23	eV
net charge	+1
gap between HOMO and LUMO	5.00	eV

=====

Formula: C36H45F3I2N4NaO6PS3
Source: the OMol25 dataset
Level of theory: ωB97M-V/def2-TZVPD

XYZ file:
```
101
C36H45F3I2N4NaO6PS3 ωB97M-V/def2-TZVPD
Na -1.958 -0.383 -0.688
C -5.056 -2.583 2.663
C -4.402 -1.307 3.319
S -3.348 -0.213 2.359
C -1.734 -0.524 3.152
C -1.228 -1.926 2.889
S -0.749 -2.365 1.231
C -1.643 -3.939 0.982
C -3.177 -3.886 0.922
S -4.043 -4.087 2.538
H -5.435 -2.393 1.669
H -5.902 -2.865 3.304
H -3.878 -1.593 4.259
H -5.207 -0.661 3.687
H -1.794 -0.401 4.231
H -1.098 0.277 2.775
H -1.929 -2.657 3.270
H -0.268 -1.984 3.480
H -1.289 -4.746 1.598
H -1.417 -4.203 -0.068
H -3.514 -4.714 0.273
H -3.512 -2.943 0.433
I -5.936 -3.986 -1.864
C -5.592 -1.987 -2.444
C -6.371 -1.419 -3.477
C -6.028 -0.296 -4.236
I -7.403 0.418 -5.598
C -4.873 0.490 -3.868
C -4.440 1.685 -4.495
C -3.350 2.298 -4.048
C -2.546 1.661 -3.077
N -2.970 0.563 -2.481
C -4.095 -0.069 -2.827
C -4.383 -1.335 -2.115
O -3.540 -1.860 -1.321
H -7.263 -1.947 -3.858
H -5.014 2.210 -5.280
H -3.048 3.283 -4.499
H -1.579 2.031 -2.772
C 2.658 -3.968 -0.554
N 1.691 -3.776 -1.613
C 0.689 -4.770 -2.031
C -0.498 -3.911 -2.468
O -1.555 -4.408 -2.919
N -0.179 -2.635 -2.168
C 1.082 -2.539 -1.784
N 1.675 -1.390 -1.518
H 2.827 -3.005 -0.063
H 3.579 -4.412 -0.924
H 2.191 -4.671 0.171
H 0.451 -5.436 -1.159
H 1.136 -5.370 -2.853
H 1.380 -0.529 -1.910
H 2.673 -1.321 -1.478
F -2.661 7.933 4.509
C -1.693 7.080 4.825
F -0.607 7.857 4.916
F -1.968 6.693 6.106
C -1.576 5.943 3.837
C -0.505 5.064 3.955
C -0.373 4.017 3.094
C -1.340 3.713 2.086
C -2.443 4.608 2.030
C -2.574 5.661 2.912
C -1.267 2.513 1.336
C -1.085 1.461 0.740
H 0.273 5.228 4.714
H 0.447 3.329 3.222
H -3.282 4.362 1.309
H -3.486 6.266 2.850
C 3.012 0.911 1.138
C 3.601 2.188 0.546
C 2.546 3.177 0.080
C 4.477 2.818 1.636
O 4.544 1.840 -0.521
P 4.095 1.125 -1.921
O 4.970 1.646 -3.021
O 2.610 1.125 -2.111
O 4.525 -0.385 -1.529
C 5.846 -0.974 -1.710
C 5.995 -1.361 -3.204
C 6.907 0.036 -1.286
C 5.790 -2.281 -0.929
H 2.414 1.077 2.071
H 3.756 0.148 1.393
H 2.342 0.360 0.466
H 1.923 3.404 0.975
H 1.916 2.665 -0.661
H 3.043 4.077 -0.218
H 3.830 3.068 2.516
H 5.091 3.684 1.449
H 5.204 2.019 2.114
H 6.053 -0.512 -3.744
H 5.088 -1.908 -3.487
H 6.788 -2.088 -3.436
H 6.692 0.977 -1.771
H 7.859 -0.384 -1.562
H 6.914 0.152 -0.186
H 5.375 -3.031 -1.548
H 5.281 -2.202 -0.039
H 6.870 -2.607 -0.695
```

Computed properties:
HOMO level	-2.80	eV
net charge	-2
gap between HOMO and LUMO	6.04	eV

=====

Formula: C36H45F3MoN11OS2Se
Source: the OMol25 dataset
Level of theory: ωB97M-V/def2-TZVPD

XYZ file:
```
100
C36H45F3MoN11OS2Se ωB97M-V/def2-TZVPD
Mo -0.377 -1.392 1.374
N -0.739 -1.751 5.776
C -0.256 -1.650 4.499
S -0.934 -2.715 3.287
N 0.631 -0.752 4.232
N 1.084 -0.892 2.908
C 2.370 -0.893 2.830
C 3.100 -1.464 1.743
C 4.486 -1.267 1.622
C 5.215 -1.965 0.695
C 4.571 -2.930 -0.092
C 3.221 -3.161 0.031
C 2.449 -2.400 0.922
O 1.147 -2.603 0.986
H -1.242 -2.594 5.999
H -0.132 -1.399 6.501
H 2.909 -0.588 3.723
H 4.968 -0.549 2.274
H 6.278 -1.798 0.591
H 5.145 -3.507 -0.807
H 2.729 -3.914 -0.572
F -5.400 -4.284 0.364
C -4.889 -3.643 -0.698
F -5.331 -2.374 -0.649
F -5.423 -4.201 -1.798
C -3.387 -3.712 -0.732
C -2.756 -4.623 -1.551
C -1.367 -4.696 -1.574
C -0.652 -3.822 -0.790
N -1.255 -2.933 0.010
C -2.604 -2.891 0.097
S -3.109 -1.808 1.320
H -3.348 -5.277 -2.177
H -0.855 -5.417 -2.194
H 0.426 -3.807 -0.765
C 3.254 3.032 -3.255
C 2.910 4.181 -2.306
C 2.332 3.747 -0.957
C 0.850 3.398 -0.946
N 0.482 2.315 -1.863
C 0.712 1.005 -1.639
Se 1.529 0.311 -0.130
N 0.270 0.316 -2.714
C 0.346 -1.132 -2.888
C 1.424 -1.536 -3.884
C 2.833 -1.186 -3.421
C 3.891 -1.619 -4.426
C -0.273 1.200 -3.638
C -0.891 0.988 -4.862
C -1.354 2.108 -5.533
C -1.197 3.393 -5.001
C -0.578 3.600 -3.779
C -0.128 2.476 -3.102
H 3.824 3.396 -4.110
H 2.373 2.527 -3.653
H 3.865 2.285 -2.742
H 2.234 4.892 -2.794
H 3.828 4.738 -2.107
H 2.450 4.552 -0.228
H 2.900 2.897 -0.570
H 0.254 4.262 -1.241
H 0.543 3.094 0.056
H -0.640 -1.482 -3.200
H 0.555 -1.548 -1.903
H 1.227 -1.074 -4.857
H 1.339 -2.617 -4.038
H 3.018 -1.650 -2.448
H 2.905 -0.107 -3.252
H 3.855 -2.697 -4.596
H 4.893 -1.371 -4.076
H 3.744 -1.128 -5.390
H -1.000 -0.004 -5.279
H -1.837 1.990 -6.493
H -1.560 4.243 -5.561
H -0.451 4.597 -3.380
C -3.052 1.334 -1.599
C -2.120 0.540 -0.814
N -1.451 -0.100 -0.140
H -2.600 2.280 -1.888
H -3.948 1.512 -1.004
H -3.332 0.784 -2.497
C -1.450 2.320 6.546
C -2.886 2.093 6.085
C -3.336 0.656 6.335
C -3.077 2.516 4.628
N -2.187 1.816 3.694
C -2.179 0.563 3.263
N -1.157 0.432 2.447
N -0.539 1.628 2.387
N -1.149 2.463 3.134
H -1.339 2.028 7.590
H -1.157 3.366 6.452
H -0.748 1.719 5.960
H -3.551 2.758 6.644
H -2.642 -0.063 5.897
H -4.339 0.472 5.941
H -3.360 0.454 7.406
H -2.833 3.568 4.496
H -4.105 2.353 4.304
H -2.868 -0.213 3.555
```

Computed properties:
HOMO level (spin up / spin down)	-9.63 / -9.63	eV
net charge	+1
gap between HOMO and LUMO (spin up / spin down)	6.95 / 6.95	eV